Computed, not measured: C36H54N5OPPdSi as an isolated structure, with the ωB97M-V functional and the def2-TZVPD basis.

CARTESIAN COORDINATES (ANGSTROEM)
Pd (-0.81, -0.44, 0.27)
P (2.70, 0.50, -0.40)
Si (-2.75, 0.18, 1.29)
O (1.22, 0.55, -0.67)
N (1.40, -1.81, 3.43)
N (-0.50, -1.63, 1.89)
N (-1.14, -1.32, -2.02)
N (1.50, -0.80, 5.69)
N (0.14, -1.41, -2.65)
C (1.60, -1.44, -4.53)
C (-4.56, 2.18, 0.14)
C (3.64, 1.49, 3.95)
C (3.63, 1.64, -1.44)
C (-5.36, -0.90, 1.80)
C (-4.11, 0.23, -1.30)
C (-2.33, 1.90, -0.93)
C (4.35, -3.73, -0.96)
C (-3.64, 1.75, 3.52)
C (-3.65, -2.47, 0.85)
C (0.41, -1.66, 2.65)
C (4.71, -1.36, -1.05)
C (2.08, 1.35, 2.13)
C (-3.87, -1.30, 1.81)
C (3.38, -1.15, -0.69)
C (2.54, -2.23, -0.47)
C (-2.36, 1.38, 2.76)
C (-3.57, -1.83, 3.22)
C (-0.45, -2.88, -4.51)
C (3.10, 0.92, 1.30)
C (3.02, -3.52, -0.60)
C (3.97, 2.91, -0.96)
C (-1.39, 0.75, 3.78)
C (4.86, 3.49, -3.12)
C (5.19, -2.65, -1.19)
C (4.40, 0.78, 1.79)
C (-0.64, -0.39, -4.81)
C (4.52, 2.23, -3.60)
C (3.90, 1.32, -2.77)
C (0.13, -1.52, -4.11)
C (-3.48, 1.15, -0.24)
C (2.35, 1.64, 3.46)
C (4.66, 1.07, 3.12)
C (1.41, -1.26, 4.63)
C (4.59, 3.82, -1.80)
C (-1.69, 2.67, 2.28)
H (-2.53, -2.13, 3.33)
H (-4.93, 2.66, -0.77)
H (5.66, 0.95, 3.51)
H (2.18, -2.19, -3.99)
H (-1.72, -0.43, -4.60)
H (2.37, -4.37, -0.42)
H (-3.40, 2.49, 4.29)
H (-4.19, -2.71, 3.40)
H (-1.55, 1.22, -1.31)
H (-0.80, 2.47, 1.68)
H (-3.44, -0.56, -1.61)
H (-2.71, 2.44, -1.80)
H (-0.42, -3.01, -5.59)
H (-1.70, -0.23, 4.13)
H (5.36, -0.52, -1.24)
H (3.64, 0.33, -3.15)
H (-4.18, 2.97, 0.79)
H (-0.39, 0.66, 3.36)
H (-2.62, -2.84, 0.92)
H (3.84, 1.69, 5.00)
H (-1.36, 3.25, 3.16)
H (3.76, 3.17, 0.07)
H (-3.80, -1.11, 4.00)
H (1.50, -2.07, -0.19)
H (6.22, -2.82, -1.47)
H (4.74, 1.97, -4.63)
H (-5.42, 1.71, 0.63)
H (-0.26, 0.58, -4.49)
H (1.55, 1.95, 4.13)
H (5.20, 0.44, 1.14)
H (4.73, -4.74, -1.06)
H (-2.35, 3.31, 1.71)
H (-3.84, -2.21, -0.19)
H (-4.07, 0.89, 4.03)
H (2.00, -0.45, -4.31)
H (0.66, -0.60, -2.34)
H (-5.58, -0.09, 2.49)
H (-5.03, -0.24, -0.96)
H (-5.71, -0.61, 0.81)
H (4.86, 4.80, -1.42)
H (-5.96, -1.77, 2.11)
H (1.70, -1.62, -5.60)
H (-1.84, 2.63, -0.28)
H (-4.37, 0.83, -2.18)
H (-4.33, -3.29, 1.11)
H (1.08, 1.43, 1.73)
H (-1.81, -0.86, -2.63)
H (-1.32, 1.41, 4.65)
H (-1.49, -2.97, -4.19)
H (0.12, -3.68, -4.03)
H (-0.54, -0.47, -5.89)
H (5.35, 4.20, -3.77)
H (-1.48, -2.26, -1.85)
H (-4.41, 2.18, 2.88)

Properties
- Max |F|: 0.4 eV/Å
- Total charge: 0
- Lowest unoccupied orbital energy: 0.27 eV
- Highest occupied orbital energy: -0.294 hartree
- 2S+1: 1

---

Computed, not measured: C8H24CrN4OS as an isolated structure, with the ωB97M-V functional and the def2-TZVPD basis.

CARTESIAN COORDINATES (ANGSTROEM)
Cr (0.02, -0.06, 0.04)
S (0.75, 3.00, -1.34)
O (0.35, 1.77, -0.43)
N (-1.34, -1.47, 0.72)
N (1.28, -1.75, 0.08)
N (0.15, 0.43, 2.11)
N (-0.81, -0.54, -1.87)
C (-1.90, -0.87, 1.97)
C (-0.77, -0.45, 2.90)
C (-2.40, -1.57, -0.33)
C (2.36, 3.46, -0.71)
C (0.79, -2.73, 1.09)
C (-0.22, 4.36, -0.70)
C (-1.75, -1.70, -1.70)
C (-0.73, -2.82, 0.97)
H (-1.35, 0.26, -2.19)
H (2.76, 4.25, -1.35)
H (2.29, 3.82, 0.32)
H (-2.58, -1.56, 2.47)
H (-1.18, -2.62, -1.79)
H (-2.48, 0.02, 1.69)
H (-0.98, -3.48, 0.15)
H (1.11, -2.40, 2.08)
H (0.14, 5.25, -1.21)
H (1.30, -2.20, -0.83)
H (-0.22, -1.31, 3.27)
H (-0.18, 1.40, 2.20)
H (-2.51, -1.72, -2.48)
H (1.23, -3.71, 0.93)
H (-0.09, 4.47, 0.37)
H (-0.17, -0.73, -2.64)
H (-3.06, -2.41, -0.14)
H (-1.18, 0.07, 3.76)
H (2.26, -1.54, 0.28)
H (1.07, 0.44, 2.54)
H (-1.16, -3.27, 1.87)
H (-1.27, 4.21, -0.96)
H (3.02, 2.59, -0.77)
H (-3.01, -0.66, -0.30)

Properties
- ⟨S²⟩: 3.79
- Max |F|: 0.7 eV/Å
- Total charge: +3
- Lowest unoccupied orbital energy (spin up / spin down): -12.09 / -11.01 eV
- Highest occupied orbital energy (spin up / spin down): -0.752 / -0.759 hartree
- 2S+1: 4

---

Computed, not measured: one molecule with the formula C4H11NOS at a distorted geometry, with the ωB97M-V functional and the def2-TZVPD basis.

CARTESIAN COORDINATES (ANGSTROEM)
S (-0.11, 0.89, -0.26)
O (-0.66, 1.87, -1.14)
N (1.43, 0.40, -1.04)
C (-1.37, -0.05, 0.37)
C (0.78, 1.74, 1.29)
C (-2.36, -0.74, -0.56)
C (1.92, -0.94, -0.73)
H (2.70, -1.39, -1.38)
H (-2.01, -1.77, -0.84)
H (-3.22, -0.88, 0.20)
H (-0.08, 2.17, 1.75)
H (2.43, -0.85, 0.17)
H (-2.60, -0.09, -1.43)
H (1.11, 0.93, 1.95)
H (1.00, -1.59, -0.62)
H (-0.64, -0.56, 1.10)
H (1.19, 0.49, -1.99)
H (1.58, 2.32, 0.94)

Properties
- Max |F|: 4.3 eV/Å
- Total charge: 0
- Lowest unoccupied orbital energy: 0.81 eV
- Highest occupied orbital energy: -0.293 hartree
- SMILES: CC=[S@](C)(=O)NC
- 2S+1: 1

---

Computed, not measured: one molecule with the formula C6H14Si2 at a distorted geometry, with the ωB97M-V functional and the def2-TZVPD basis.

CARTESIAN COORDINATES (ANGSTROEM)
Si (0.81, 0.31, 0.26)
Si (-1.06, -0.93, -0.15)
C (2.18, -0.63, -0.78)
C (-1.62, -0.54, -1.97)
C (-3.44, -0.19, 1.56)
C (1.53, -0.10, 1.97)
C (0.57, 2.16, -0.26)
C (-2.61, -0.70, 0.84)
H (2.09, -1.73, -0.51)
H (3.20, -0.36, -0.53)
H (0.75, -0.55, 2.57)
H (-0.61, -2.45, 0.03)
H (1.99, 0.72, 2.60)
H (-0.35, 2.23, -0.81)
H (-4.15, 0.07, 2.32)
H (1.35, 2.46, -0.84)
H (-1.95, 0.50, -2.01)
H (-2.60, -1.12, -2.22)
H (1.88, -0.46, -1.79)
H (2.33, -0.84, 1.81)
H (-0.76, -0.74, -2.61)
H (0.46, 2.90, 0.51)

Properties
- Max |F|: 2.7 eV/Å
- Total charge: 0
- Lowest unoccupied orbital energy: 0.88 eV
- Highest occupied orbital energy: -0.343 hartree
- SMILES: C#C[Si@@H](C)[Si](C)(C)C
- 2S+1: 1

---

Computed, not measured: an isolated ion of composition C9H20NO3 and charge +1 at a distorted geometry, with the ωB97M-V functional and the def2-TZVPD basis.

CARTESIAN COORDINATES (ANGSTROEM)
O (-0.61, 1.29, 2.49)
O (-1.40, -0.71, 1.78)
O (-0.98, 0.00, -0.68)
N (-0.32, 0.85, 0.11)
C (-0.36, 2.29, -0.28)
C (-2.68, 1.26, 1.15)
C (-0.82, -0.11, -2.09)
C (1.42, -0.99, 0.80)
C (1.07, 0.38, 0.21)
C (0.01, -2.41, -2.07)
C (0.20, -1.17, -2.46)
C (2.94, -1.34, 0.75)
C (-1.31, 0.61, 1.54)
H (-0.25, 2.90, 0.59)
H (-1.61, -1.26, 1.04)
H (3.34, -1.44, -0.32)
H (-3.02, 0.75, 0.26)
H (1.66, 0.52, -0.77)
H (3.18, -2.43, 1.15)
H (-0.32, 0.82, -2.43)
H (0.45, 2.51, -0.92)
H (-0.74, -2.82, -1.53)
H (3.54, -0.47, 0.93)
H (-3.28, 1.22, 1.95)
H (-2.67, 2.27, 0.82)
H (-0.23, 0.79, 3.19)
H (1.27, -0.83, -2.76)
H (1.72, 1.02, 0.78)
H (-1.90, -0.26, -2.48)
H (0.89, -3.07, -2.15)
H (0.84, -1.85, 0.38)
H (-1.16, 2.56, -0.86)
H (1.13, -0.87, 1.91)

Properties
- Max |F|: 4.3 eV/Å
- Total charge: +1
- Lowest unoccupied orbital energy: -2.41 eV
- Highest occupied orbital energy: -0.503 hartree
- SMILES: C=CCO[N@+](C)(CCC)C(C)(O)O
- 2S+1: 1

---

Computed, not measured: C13H44BMnO11S as an isolated structure at a distorted geometry, with the ωB97M-V functional and the def2-TZVPD basis.

CARTESIAN COORDINATES (ANGSTROEM)
Mn (-2.45, -0.59, 1.08)
S (-4.21, 1.91, 2.14)
O (-1.22, -2.67, 0.95)
O (1.44, -3.01, 0.07)
O (2.06, -0.48, 0.15)
O (-5.51, 1.93, 1.55)
O (-3.25, 1.18, 1.33)
O (-2.04, -0.60, 3.30)
O (-0.71, 0.22, -4.72)
O (-3.87, 3.33, 2.24)
O (-4.35, 1.37, 3.52)
O (-1.22, 3.54, 0.62)
O (-2.80, -1.44, -1.10)
C (1.89, -3.05, -2.35)
C (3.11, 0.39, 0.48)
C (-1.67, -3.79, 1.76)
C (1.07, 4.12, 0.65)
C (3.34, 1.34, -0.68)
C (-0.25, 0.73, -3.44)
C (-0.64, 5.41, -0.83)
C (-1.06, 0.11, 4.07)
C (-3.90, -0.90, -1.91)
C (-0.26, 4.11, -0.18)
C (3.09, -4.56, -0.61)
C (4.26, -0.54, 0.95)
C (1.83, -3.80, -1.00)
B (-0.73, 0.47, 0.32)
H (4.03, -4.02, -0.48)
H (0.40, 1.60, -3.47)
H (2.76, 0.90, 1.38)
H (2.97, -5.14, 0.30)
H (-0.82, -4.19, 2.32)
H (-0.84, 6.25, -0.16)
H (0.90, 4.41, 1.69)
H (0.82, -2.83, -2.35)
H (-0.69, -0.43, 4.95)
H (4.12, -1.34, 1.68)
H (-0.29, -2.73, 0.72)
H (4.61, -1.05, 0.05)
H (-0.20, 0.40, 3.47)
H (-4.73, -1.58, -1.70)
H (-1.63, 0.67, -0.24)
H (-0.33, -0.48, -0.01)
H (5.16, 0.01, 1.22)
H (1.01, -4.52, -1.00)
H (-2.69, -0.87, 3.95)
H (-2.27, -1.81, -1.81)
H (-0.03, 1.22, -0.02)
H (1.82, -2.14, -0.06)
H (-2.37, -3.53, 2.54)
H (-2.13, -4.52, 1.09)
H (-4.07, 0.10, -1.51)
H (-3.65, -0.83, -2.97)
H (-0.75, 0.90, -5.39)
H (-1.46, 5.15, -1.50)
H (2.60, 2.13, -0.77)
H (1.99, -3.62, -3.27)
H (0.18, 5.65, -1.51)
H (-1.48, 1.05, 4.42)
H (-0.85, 0.36, 1.38)
H (4.30, 1.85, -0.63)
H (1.22, -0.02, 0.10)
H (1.85, 4.73, 0.20)
H (2.35, -2.06, -2.41)
H (-1.03, 2.62, 0.42)
H (0.08, 3.45, -0.97)
H (0.25, -0.06, -2.88)
H (-1.16, 0.95, -2.89)
H (3.39, 0.82, -1.63)
H (1.42, 3.10, 0.82)
H (3.29, -5.29, -1.40)

Properties
- ⟨S²⟩: 8.75
- Max |F|: 7.9 eV/Å
- Total charge: -1
- Lowest unoccupied orbital energy (spin up / spin down): 2.09 / 2.06 eV
- Highest occupied orbital energy (spin up / spin down): -0.110 / -0.110 hartree
- 2S+1: 6

---

Computed, not measured: C8H5Br2O2 as an isolated structure at a distorted geometry, with the ωB97M-V functional and the def2-TZVPD basis.

CARTESIAN COORDINATES (ANGSTROEM)
Br (4.09, 1.49, 0.59)
Br (3.98, -1.60, 0.45)
O (4.42, -0.54, -2.01)
O (2.52, 0.67, -2.48)
C (3.35, 0.01, -1.88)
C (3.08, 0.07, -0.16)
C (1.64, 0.11, 0.10)
C (0.91, 1.32, 0.20)
C (-0.42, -1.14, -0.06)
C (-0.42, 1.30, 0.19)
C (0.95, -1.10, 0.07)
C (-1.07, 0.08, 0.14)
H (1.42, -2.05, 0.07)
H (-2.20, 0.01, 0.33)
H (1.32, 2.30, 0.20)
H (-0.91, -2.10, -0.06)
H (-0.80, 2.35, 0.30)

Properties
- Max |F|: 4.1 eV/Å
- Total charge: -1
- Lowest unoccupied orbital energy: 3.17 eV
- Highest occupied orbital energy: -0.161 hartree
- 2S+1: 1

---

Computed, not measured: one molecule with the formula C2H6N2O at a distorted geometry, with the ωB97M-V functional and the def2-TZVPD basis.

CARTESIAN COORDINATES (ANGSTROEM)
O (0.29, 1.58, 0.98)
N (1.21, -1.22, 0.12)
N (-1.58, 0.71, 0.06)
C (-0.22, 0.78, 0.22)
C (0.57, -0.19, -0.66)
H (-2.15, 1.37, 0.58)
H (-2.08, -0.16, 0.05)
H (0.74, -1.79, 0.76)
H (2.07, -0.86, 0.48)
H (1.27, 0.42, -1.23)
H (-0.12, -0.64, -1.38)

Properties
- Max |F|: 2.2 eV/Å
- Total charge: 0
- Lowest unoccupied orbital energy: 0.90 eV
- Highest occupied orbital energy: -0.334 hartree
- SMILES: NCC(N)=O
- 2S+1: 1

---

Going through the records in order, we get electronic energy values of -2511.9564 -2055.1812 -687.0194 -815.9302 -634.9804 -2923.2410 -5606.4029 -264.5604 Ha.